{"formula": "C34H48N3PSn", "method": "wB97M-V/def2-TZVPD", "molar_mass_g_mol": 648.5, "total_charge": -2, "gap_ev": [3.1, 3.4], "elements": ["Sn", "N", "N", "C", "C", "C", "C", "H", "H", "H", "C", "C", "H", "H", "H", "C", "C", "H", "H", "H", "C", "H", "H", "H", "C", "H", "H", "H", "C", "H", "C", "H", "C", "H", "C", "H", "C", "C", "H", "C", "C", "H", "C", "H", "N", "C", "C", "C", "H", "C", "C", "H", "H", "H", "C", "H", "C", "C", "H", "H", "H", "C", "H", "H", "H", "C", "C", "P", "C", "C", "C", "C", "H", "H", "H", "H", "H", "H", "H", "H", "H", "H", "H", "H", "H", "H", "H"], "positions_angstrom": [[0.0008, 0.3408, 0.3016], [2.3253, 3.5675, 2.7403], [-3.0022, 2.0779, -0.2024], [0.4599, -2.5069, 1.2769], [0.2933, -1.8692, 2.5365], [1.4741, -1.1003, 2.7952], [1.6912, -0.2378, 3.9073], [0.9244, -0.2084, 4.6888], [1.5818, 1.2218, 3.3769], [2.7283, -0.0830, 4.2301], [2.3521, -1.2337, 1.6679], [3.6587, -0.5561, 1.5345], [4.3867, -1.0647, 2.1852], [3.6492, 0.5053, 1.8269], [4.0528, -0.6206, 0.5117], [1.7480, -2.1415, 0.7544], [2.4024, -2.7035, -0.4462], [2.8520, -1.9329, -1.0883], [1.7134, -3.2956, -1.0578], [3.2131, -3.3792, -0.1313], [-0.8434, -2.0371, 3.4678], [-0.6649, -2.9177, 4.1065], [-1.7844, -2.2194, 2.9306], [-0.9877, -1.1716, 4.1277], [-0.4974, -3.4509, 0.6594], [-0.4091, -3.4593, -0.4341], [-1.5415, -3.2055, 0.8991], [-0.3098, -4.4778, 1.0147], [2.6689, 4.7747, 2.3558], [3.5480, 5.0831, 2.8845], [1.9834, 5.5293, 1.4244], [2.3807, 6.5000, 1.1935], [0.8133, 4.9869, 0.8655], [0.2285, 5.6528, 0.2490], [0.4336, 3.6818, 1.1514], [-0.5443, 3.2617, 0.8169], [1.3577, 2.9539, 2.0358], [1.2181, 1.6035, 2.4364], [0.1291, 1.3182, 2.5233], [-2.4527, 0.7868, -0.2164], [-3.7803, 1.8721, 0.9544], [-3.9562, 2.4539, 1.8595], [-4.4389, 0.6950, 0.6455], [-5.4812, 0.4401, 0.7686], [-3.5303, -0.0754, -0.0649], [-3.6607, -1.4046, -0.5358], [-4.4397, -2.2535, 0.2535], [-4.7191, -3.5037, -0.2819], [-5.3835, -4.1744, 0.2573], [-4.1479, -3.8983, -1.4960], [-4.5374, -5.2146, -2.1033], [-3.6848, -5.6380, -2.6558], [-5.3718, -5.0859, -2.8155], [-4.8611, -5.9131, -1.3185], [-3.2519, -3.0696, -2.1776], [-2.7861, -3.4286, -3.0977], [-2.9908, -1.7824, -1.7210], [-2.0647, -0.8652, -2.4402], [-2.4474, 0.1564, -2.5123], [-1.8863, -1.2325, -3.4578], [-1.0676, -0.8232, -1.9686], [-4.8541, -1.8847, 1.6342], [-5.5173, -1.0228, 1.6950], [-3.9986, -1.6817, 2.2917], [-5.4343, -2.7001, 2.0690], [4.2081, 2.5496, -0.6149], [2.7775, 2.7307, -1.1053], [1.9273, 1.2090, -1.6875], [0.3690, 1.8722, -2.4574], [0.4077, 3.2930, -3.0133], [2.9010, 0.8265, -3.2021], [4.1654, 0.0037, -2.9838], [4.3307, 1.6891, 0.0566], [4.5297, 3.4444, -0.0648], [4.8911, 2.4286, -1.4639], [2.1398, 3.1655, -0.3267], [2.7408, 3.4202, -1.9569], [0.1237, 1.1575, -3.2602], [-0.4692, 1.8122, -1.7318], [1.2989, 3.4811, -3.6249], [-0.4729, 3.4335, -3.6542], [0.3546, 4.0483, -2.2163], [2.2081, 0.3081, -3.8819], [3.1379, 1.8068, -3.6426], [4.7637, 0.3577, -2.1358], [3.9375, -1.0578, -2.8331], [4.7904, 0.0816, -3.8809]], "forces_ev_per_angstrom": [[0.39, -0.44, 0.88], [1.02, 0.53, -0.67], [5.16, -0.69, 4.86], [0.92, 0.39, 1.01], [0.75, 0.04, -1.34], [0.07, -0.03, -0.11], [0.56, -3.07, 1.54], [0.32, 0.07, -0.11], [0.98, 0.79, -0.19], [-0.39, 0.26, -0.07], [-1.29, -0.60, 0.03], [0.70, -0.08, 0.09], [0.25, 0.15, -0.02], [-0.24, -0.25, -0.04], [-0.09, 0.01, 0.06], [-0.71, 0.65, 1.10], [0.34, -0.24, -0.34], [-0.10, -0.09, 0.08], [0.01, 0.09, 0.00], [0.04, -0.02, -0.23], [-0.33, -0.31, 0.26], [-0.22, 0.10, 0.14], [0.10, 0.07, 0.09], [0.01, -0.12, -0.14], [-0.18, -0.43, -0.14], [-0.08, -0.02, 0.07], [0.13, -0.01, -0.06], [-0.19, -0.03, -0.14], [-0.07, -0.29, 0.14], [0.48, 0.99, 0.10], [0.49, 0.04, -0.01], [-0.20, 0.42, -0.27], [-0.15, -0.50, 0.32], [-0.37, -0.12, -0.25], [0.53, 0.70, 0.37], [1.01, 0.27, 0.23], [-1.95, -1.56, 1.39], [-3.40, 2.05, -2.21], [0.46, 0.11, -0.30], [-0.44, 1.48, -4.63], [-3.71, -0.28, -2.71], [-0.36, 0.88, -0.90], [-0.96, -0.34, 2.26], [0.34, -0.02, 0.43], [0.11, -0.01, 0.20], [0.63, 1.50, 0.72], [0.28, -0.44, -0.85], [0.28, 0.08, -0.42], [0.12, -0.09, -0.04], [-0.14, -0.06, 0.01], [-0.01, -0.24, -0.15], [-0.32, -0.06, 0.17], [0.24, -0.11, 0.21], [0.11, 0.04, -0.31], [-0.34, -0.01, 0.34], [-0.07, 0.10, 0.19], [-0.64, -0.30, 0.67], [0.50, 0.01, -0.81], [0.08, -0.18, 0.17], [-0.11, -0.16, -0.03], [-0.39, 0.03, 0.01], [-0.80, -0.30, 0.81], [0.29, -0.33, 0.04], [-0.11, 0.04, -0.28], [0.19, -0.34, 0.06], [0.28, 0.11, 0.07], [-0.37, 0.14, -0.14], [-0.16, -0.58, 0.67], [-0.15, 0.05, -0.32], [-0.28, 0.09, -0.22], [-0.24, 0.58, -0.45], [0.18, -0.07, -0.20], [-0.16, 0.22, -0.18], [-0.09, -0.17, -0.08], [0.01, -0.05, 0.11], [0.23, -0.20, -0.18], [0.22, 0.18, 0.15], [0.06, 0.15, 0.07], [0.50, 0.03, -0.32], [-0.11, 0.02, 0.06], [0.14, 0.13, 0.07], [0.14, -0.26, -0.14], [0.25, 0.09, 0.04], [0.16, -0.19, -0.31], [-0.21, -0.13, -0.13], [0.01, 0.24, 0.11], [0.08, -0.11, 0.08]]}